Computed, not measured: a single C4H6N2O molecule, with ωB97M-V/def2-TZVPD.

```
! RIJCOSX wB97M-V def2-TZVPD def2/J DEFGRID3
* xyz 0 1
N 1.03 -1.58 -0.54
C 0.17 -0.61 -0.04
C -0.28 -0.33 1.28
C -1.05 0.81 1.18
N -1.02 1.27 -0.10
C -0.17 0.47 -0.83
O 0.79 1.14 -1.56
H 0.83 -1.92 -1.46
H 1.49 -2.21 0.09
H 0.05 -0.80 2.19
H -1.63 1.32 1.94
H -1.66 1.96 -0.48
H 1.51 0.53 -1.75
*
```

Its SMILES is Nc1cc[nH]c1O. The value obtained for the energy above the lowest of the compared OMol25 structures with the same formula, charge and spin is 47.1 kcal per mole. The LUMO energy is 0.9 eV. For the HOMO energy, the calculation gives -6.9483 eV. The total energy is -340.719862 hartree. The calculation puts the orbital gap at 7.88 eV.